Formula: C4H9N2
Source: the OMol25 dataset
Level of theory: ωB97M-V/def2-TZVPD

```
! wB97M-V def2-TZVPD RIJCOSX def2/J DEFGRID3
* xyz 1 1
C -2.537 0.660 0.110
N -1.437 0.011 0.103
C -0.700 -1.065 -0.476
N -0.185 -0.241 0.564
C 1.046 0.429 0.748
C 2.081 -0.103 -0.246
H -2.708 1.556 0.746
H -3.393 0.251 -0.509
H -0.946 -2.081 -0.412
H -0.444 -0.745 -1.596
H 1.201 0.227 1.838
H 1.071 1.613 0.682
H 2.016 0.418 -1.204
H 3.038 0.175 -0.032
H 1.896 -1.106 -0.316
*
```

The HOMO-LUMO gap comes out at 0.3703 hartree. Its energy above the lowest of the compared OMol25 structures with the same formula, charge and spin is 511.6 kJ/mol. As for the structure (SMILES): C=[N+]1CN1CC. Its largest force on an atom is 5.008 eV/Å. The calculation puts the HOMO energy at -0.5373 hartree.